1.
This record from the OMol25 dataset describes C3H4FInO3 as an isolated structure. The level of theory is ωB97M-V with the def2-TZVPD basis set.

The geometry in XYZ format:
```
12
C3H4FInO3, DFT ωB97M-V with the def2-TZVPD basis set
C -1.6718 -0.4671 0.7815
C -0.6764 0.4721 0.7182
H -2.1545 -0.7170 -0.1676
H -1.6323 -1.2237 1.5712
F -0.0348 0.8180 1.8513
H -0.5637 1.2777 -0.0178
In -3.5210 0.7845 1.6005
O 2.6142 0.0691 -2.0459
C 1.7152 -0.0783 -1.0220
O 1.9826 -0.8707 -0.1111
O 0.6166 0.5022 -1.2490
H 3.3258 -0.5667 -1.9095
```

Calculated values
2S+1   2
Charge   +1
HOMO-LUMO gap (spin up / spin down)   0.330 / 0.225 Eh
HOMO energy (spin up / spin down)   -14.02 / -13.81 eV


2.
This record from the OMol25 dataset describes a 3-piece molecular cluster, C7H16O2 overall. The level of theory is ωB97M-V with the def2-TZVPD basis set.

The geometry in XYZ format:
```
25
C7H16O2, DFT ωB97M-V with the def2-TZVPD basis set
C -1.5748 -2.2170 -0.5134
C -0.9887 -1.1126 -0.0413
C -1.2196 0.1691 -0.6958
C -0.4476 1.2573 -0.6213
C -0.6218 2.4065 -1.5639
C 0.5876 1.4500 0.4717
C -0.0686 1.4880 1.8687
H -1.2960 -3.1526 -0.0440
H -2.2224 -2.2763 -1.3818
H -0.4425 -1.2241 0.8745
H -2.0321 0.2056 -1.4055
H -0.3154 3.3485 -1.1281
H -1.6602 2.5305 -1.9105
H -0.1249 2.2905 -2.5386
H 1.1448 2.3727 0.3087
H 1.3288 0.6398 0.4820
H -0.7369 0.6490 2.0162
H -0.6806 2.3891 1.9278
H 0.6974 1.4947 2.6401
O 2.2213 -1.4808 1.4572
H 2.2809 -1.6711 2.3958
H 2.8346 -2.0398 0.9626
O 1.4806 -2.5608 -1.2850
H 0.8848 -1.8691 -1.6206
H 0.9713 -3.0871 -0.6556
```

Calculated values
2S+1   1
Charge   0
HOMO-LUMO gap   0.330 Eh
Structure (SMILES)   C=C/C=C(/C)CC.O.O
HOMO energy   -8.33 eV
Relative energy (zero: lowest compared OMol25 entry of this formula, charge and spin)   45.4 kcal/mol


3.
This record from the OMol25 dataset describes C11H16FO2P in the gas phase. The level of theory is ωB97M-V with the def2-TZVPD basis set.

The geometry in XYZ format:
```
31
C11H16FO2P, DFT ωB97M-V with the def2-TZVPD basis set
C -3.7084 -2.2612 -0.3486
C -3.2511 -1.0309 0.0554
C -3.9428 -0.1564 0.9374
C -3.5117 1.0239 1.3496
C -2.3508 1.6395 0.6728
C -1.6530 0.9124 -0.2467
C -1.7815 -0.5685 -0.3088
O -1.3032 -1.1586 -1.5408
P 0.2077 -1.1655 -2.1015
F 0.4054 -2.8598 -2.0156
O 1.0420 -0.8619 -0.6707
C 2.4582 -0.5558 -0.6932
C 2.8192 0.3447 0.4746
C 4.3943 0.3799 0.4932
C 2.3460 1.7179 0.2763
H -3.1991 -3.0389 -0.8948
H -4.6734 -2.5990 0.0723
H -4.9738 -0.5086 1.2446
H -4.2092 1.5976 1.9541
H -2.2221 2.7420 0.8730
H -1.1161 1.4697 -1.0480
H -1.0040 -0.8912 0.5458
H 2.7343 -0.1231 -1.6760
H 3.0798 -1.5613 -0.8286
H 2.4447 -0.0609 1.3983
H 4.6102 0.7502 -0.5501
H 4.8738 -0.4624 0.9414
H 4.8121 1.2319 0.9668
H 2.7886 2.3082 1.0487
H 1.3291 1.6983 0.3029
H 2.5547 2.0477 -0.6837
```

Calculated values
2S+1   1
Charge   0
HOMO-LUMO gap   0.302 Eh
Structure (SMILES)   C=C1C=CC=C[C@@H]1OP(F)OCC(C)C
HOMO energy   -8.18 eV
Relative energy (zero: lowest compared OMol25 entry of this formula, charge and spin)   53.7 kcal/mol


4.
This record from the OMol25 dataset describes C4H6FNOS in the gas phase. The level of theory is ωB97M-V with the def2-TZVPD basis set.

The geometry in XYZ format:
```
14
C4H6FNOS, DFT ωB97M-V with the def2-TZVPD basis set
C -1.1951 0.5775 0.9959
C -0.2888 0.3982 -0.1800
C -0.2991 1.3131 -1.1737
F -1.1528 2.3335 -1.1053
N 0.4692 -0.7943 -0.2595
S -0.3956 -2.1969 -0.0225
C 1.8276 -0.8016 -0.3569
O 2.5332 -1.7930 -0.3070
H -1.6345 1.5779 0.9746
H -0.6340 0.4955 1.9239
H -2.0190 -0.1439 1.0033
H 0.3323 1.2990 -2.1154
H 0.2373 -2.4767 1.1620
H 2.2190 0.2117 -0.5395
```

Calculated values
2S+1   1
Charge   0
HOMO-LUMO gap   0.357 Eh
Structure (SMILES)   C/C(=C\F)N(S)C=O
HOMO energy   -9.11 eV
Relative energy (zero: lowest compared OMol25 entry of this formula, charge and spin)   38.7 kcal/mol


5.
This record from the OMol25 dataset describes a 3-piece molecular cluster, C30H56F3NO6 overall. The level of theory is ωB97M-V with the def2-TZVPD basis set.

The geometry in XYZ format:
```
96
C30H56F3NO6, DFT ωB97M-V with the def2-TZVPD basis set
C 5.1352 -2.7168 0.4013
C 4.0271 -2.5446 -0.6488
C 3.9092 -1.0805 -1.1405
C 4.6261 -0.8821 -2.4751
C 4.6548 0.5547 -3.0646
C 3.6624 1.6012 -2.5073
C 4.2785 2.6890 -1.5926
C 4.0148 2.4944 -0.0944
C 2.5157 2.5644 0.2558
C 1.9255 1.2950 0.9079
C 0.5375 1.0364 0.3268
N -0.2582 0.1350 1.1758
C -1.5775 -0.2038 0.5644
C -2.4387 1.0129 0.2274
C -2.3423 1.4788 -1.2411
C -2.8565 0.4579 -2.2779
C -1.9616 0.2908 -3.5183
C -0.4616 0.1247 -3.2318
C 0.4350 -1.0956 1.3434
O 0.6178 -1.6146 2.3951
O 0.8947 -1.6537 0.1807
C 0.5372 -3.0317 0.0147
C 0.7109 -3.3825 -1.4627
C 0.0157 -4.6620 -1.7757
F -1.1845 -4.5601 -2.3648
C 0.4584 -5.8585 -1.4653
F -0.2660 -6.9270 -1.2966
F 1.7228 -6.1173 -1.2471
H 6.1232 -2.7085 -0.0668
H 5.1055 -1.9115 1.1407
H 5.0311 -3.6606 0.9419
H 4.3083 -3.1594 -1.5104
H 3.0783 -2.8822 -0.2259
H 4.3456 -0.4401 -0.3720
H 2.8451 -0.8601 -1.2691
H 5.6678 -1.1971 -2.3293
H 4.2122 -1.5831 -3.2071
H 4.4785 0.4649 -4.1401
H 5.6689 0.9508 -2.9614
H 2.7998 1.1367 -2.0221
H 3.2627 2.1328 -3.3774
H 3.8769 3.6693 -1.8741
H 5.3588 2.7474 -1.7618
H 4.4522 1.5439 0.2230
H 4.5518 3.2722 0.4592
H 2.2945 3.4428 0.8661
H 1.9788 2.7156 -0.6909
H 1.8010 1.4823 1.9773
H 2.5937 0.4475 0.7392
H 0.0225 1.9931 0.2285
H 0.6698 0.6348 -0.6873
H -2.0961 -0.7772 1.3418
H -1.4681 -0.8693 -0.3037
H -2.1684 1.8547 0.8724
H -3.4886 0.7873 0.4125
H -1.3244 1.8103 -1.4596
H -2.9681 2.3734 -1.3151
H -3.0425 -0.5198 -1.8183
H -3.8280 0.8191 -2.6256
H -2.0951 1.1270 -4.2108
H -2.2924 -0.6150 -4.0396
H -0.2761 -0.4364 -2.3140
H 0.0206 -0.3968 -4.0649
H 0.0401 1.0947 -3.1669
H 1.2030 -3.6594 0.6143
H -0.4990 -3.2001 0.3215
H 0.2916 -2.5854 -2.0814
H 1.7751 -3.4409 -1.7092
C -9.6476 1.4898 -1.0320
C -8.5948 1.8175 -2.0696
O -7.3283 2.1314 -1.4790
C -6.4441 1.1896 -1.0992
C -6.8412 -0.2683 -1.1062
O -5.3628 1.5433 -0.7105
H -9.3847 0.6031 -0.4551
H -10.6094 1.3132 -1.5139
H -9.7535 2.3191 -0.3329
H -8.4846 1.0249 -2.8112
H -8.8716 2.7205 -2.6108
H -7.1240 -0.5486 -0.0918
H -5.9683 -0.8487 -1.3965
H -7.6562 -0.5145 -1.7805
C 2.6372 0.6698 7.3039
C 1.1506 0.8949 7.4869
O 0.6994 2.0951 6.8541
C 0.3952 2.1559 5.5358
C 0.7137 0.9855 4.6375
O -0.0787 3.1746 5.1119
H 2.8985 0.5437 6.2533
H 2.9545 -0.2215 7.8461
H 3.1937 1.5271 7.6831
H 0.5621 0.0398 7.1515
H 0.9232 1.0420 8.5419
H 1.6546 1.1937 4.1298
H -0.0693 0.8968 3.8877
H 0.7938 0.0282 5.1439
```

Calculated values
2S+1   1
Charge   0
HOMO-LUMO gap   0.362 Eh
Structure (SMILES)   CCCCCCCCCCCN(CCCCCC)C(=O)OCCC(F)=C(F)F.CCOC(C)=O.CCOC(C)=O
HOMO energy   -9.33 eV


6.
This record from the OMol25 dataset describes an isolated ion of composition C5H12NO and charge -1. The level of theory is ωB97M-V with the def2-TZVPD basis set.

The geometry in XYZ format:
```
19
C5H12NO, DFT ωB97M-V with the def2-TZVPD basis set
C -1.5142 1.7144 1.5028
C -1.1229 1.0546 0.0904
C -0.0301 0.0861 0.3605
C 0.3063 -1.0913 -0.5828
N 0.2993 -0.8439 -2.0805
C 1.7263 -1.6428 -0.2486
O 2.4643 -0.5326 -0.1810
H -1.7754 0.9493 2.3610
H -2.3603 2.3724 1.5739
H -0.6773 2.3576 1.8017
H -2.0730 0.6945 -0.4642
H -0.8537 1.9573 -0.4427
H 0.9164 0.6936 0.3951
H -0.0609 -0.2968 1.4155
H -0.3315 -2.0091 -0.4409
H -0.0513 0.0588 -2.3446
H 1.3268 -0.8642 -2.2947
H 1.6891 -2.3025 0.6337
H 2.1222 -2.3557 -1.0545
```

Calculated values
2S+1   1
Charge   -1
HOMO-LUMO gap   0.224 Eh
Structure (SMILES)   CCC[C@@H](N)C[O-]
HOMO energy   -2.29 eV
Relative energy (zero: lowest compared OMol25 entry of this formula, charge and spin)   32.1 kcal/mol


Copy entry 2 word for word.
This record from the OMol25 dataset describes a 3-piece molecular cluster, C7H16O2 overall. The level of theory is ωB97M-V with the def2-TZVPD basis set.

The geometry in XYZ format:
```
25
C7H16O2, DFT ωB97M-V with the def2-TZVPD basis set
C -1.5748 -2.2170 -0.5134
C -0.9887 -1.1126 -0.0413
C -1.2196 0.1691 -0.6958
C -0.4476 1.2573 -0.6213
C -0.6218 2.4065 -1.5639
C 0.5876 1.4500 0.4717
C -0.0686 1.4880 1.8687
H -1.2960 -3.1526 -0.0440
H -2.2224 -2.2763 -1.3818
H -0.4425 -1.2241 0.8745
H -2.0321 0.2056 -1.4055
H -0.3154 3.3485 -1.1281
H -1.6602 2.5305 -1.9105
H -0.1249 2.2905 -2.5386
H 1.1448 2.3727 0.3087
H 1.3288 0.6398 0.4820
H -0.7369 0.6490 2.0162
H -0.6806 2.3891 1.9278
H 0.6974 1.4947 2.6401
O 2.2213 -1.4808 1.4572
H 2.2809 -1.6711 2.3958
H 2.8346 -2.0398 0.9626
O 1.4806 -2.5608 -1.2850
H 0.8848 -1.8691 -1.6206
H 0.9713 -3.0871 -0.6556
```

Calculated values
2S+1   1
Charge   0
HOMO-LUMO gap   0.330 Eh
Structure (SMILES)   C=C/C=C(/C)CC.O.O
HOMO energy   -8.33 eV
Relative energy (zero: lowest compared OMol25 entry of this formula, charge and spin)   45.4 kcal/mol